# C37H33BrCuN7O2S2

A structure of composition C37H33BrCuN7O2S2 (ωB97M-V with the def2-TZVPD basis set, the Open Molecules 2025 dataset).

Atoms and positions in Å:
Cu (-2.33781, -1.05609, 0.45573)
C (1.47661, -0.10041, 2.80963)
C (0.81614, -1.37242, 2.28858)
N (0.97880, -1.69878, 1.05074)
N (0.76673, -2.93199, 0.56985)
C (0.02906, -2.82747, -0.59970)
S (-0.88199, -1.51102, -1.26108)
S (-0.15745, -4.32909, -1.49969)
C (0.60135, -5.65151, -0.46286)
C (-0.37526, -6.69157, 0.05810)
C (-1.63607, -6.26367, 0.49762)
C (-2.61766, -7.14907, 0.91852)
C (-2.25261, -8.45363, 1.19766)
C (-0.96871, -8.87901, 0.82596)
C (-0.07835, -8.03223, 0.16060)
C (-0.03996, -2.05401, 3.24567)
C (0.39257, -2.15601, 4.56526)
C (-0.38050, -2.64198, 5.61749)
C (-1.60762, -3.16075, 5.24507)
C (-2.09251, -2.98133, 3.97169)
C (-1.38317, -2.42717, 2.91892)
O (-2.00030, -2.35147, 1.76325)
H (2.26208, 0.13881, 2.08176)
H (0.78705, 0.75941, 2.89446)
H (1.85843, -0.35462, 3.78996)
H (1.32439, -6.17948, -1.08045)
H (1.12239, -5.13198, 0.35235)
H (-1.81825, -5.18159, 0.30554)
H (-3.66245, -6.83316, 1.05284)
H (-2.95774, -9.15707, 1.64291)
H (-0.66424, -9.90086, 1.06975)
H (0.79836, -8.44632, -0.30206)
H (1.43174, -1.89317, 4.79295)
H (-0.08090, -2.63719, 6.64943)
H (-2.28014, -3.69514, 5.96221)
H (-3.08946, -3.30915, 3.60919)
Br (2.07847, 8.14028, -3.40406)
C (0.48231, 7.38299, -2.96997)
C (-0.37657, 7.92194, -2.01862)
C (-1.58709, 7.30203, -1.75438)
C (-1.88863, 6.09311, -2.47512)
C (-1.11920, 5.75984, -3.58850)
C (0.10987, 6.31800, -3.79781)
N (-2.80215, 5.17469, -1.99083)
N (-2.92556, 5.23051, -0.71383)
C (-2.72482, 4.01602, -0.02680)
C (-1.72422, 4.09753, 0.92005)
C (-1.16636, 2.92013, 1.42808)
C (-1.75685, 1.60798, 1.15743)
O (-1.29201, 0.48005, 1.47139)
C (-2.85362, 1.66110, 0.16704)
N (-3.30504, 0.40027, -0.22458)
C (-4.32278, 0.27015, -1.07307)
C (-4.84430, 1.39318, -1.75923)
C (-4.23728, 2.65948, -1.51416)
C (-3.21408, 2.81468, -0.55496)
H (-0.02656, 8.77515, -1.40139)
H (-2.30465, 7.66284, -1.04474)
H (-1.47985, 4.97347, -4.25476)
H (0.71973, 5.98356, -4.65736)
H (-1.33679, 5.06488, 1.21300)
H (-0.21553, 2.90916, 2.04385)
H (-4.77679, -0.71813, -1.27254)
H (-5.68491, 1.29399, -2.43979)
H (-4.48083, 3.49436, -2.19535)
N (1.76588, 2.79943, 0.65292)
C (2.66842, 2.42870, -0.00190)
N (3.61569, 2.07411, -0.86856)
C (3.24624, 2.04884, -2.27660)
C (4.32474, 1.54724, -3.24377)
C (5.22781, 0.47042, -2.63671)
C (5.77644, 0.96884, -1.32380)
C (4.62152, 1.18398, -0.34602)
H (2.95646, 3.09136, -2.58113)
H (2.24506, 1.59914, -2.41148)
H (4.97753, 2.30565, -3.68874)
H (3.79743, 1.04133, -4.04494)
H (6.05649, 0.29330, -3.35611)
H (4.72118, -0.45593, -2.49585)
H (6.32786, 1.92710, -1.43082)
H (6.48686, 0.23742, -0.85381)
H (4.87562, 1.66018, 0.58976)
H (4.08230, 0.23786, -0.10929)

## Properties
2S+1	2
ΔE to the lowest compared entry with this formula, charge and spin	36.9	kcal per mole
orbital gap (alpha / beta)	5.92 / 5.76	eV
net charge	-1
lowest unoccupied orbital energy (alpha / beta)	1.507 / 1.381	eV
strongest force on any atom	0.106	hartree/bohr
HOMO (alpha / beta)	-4.418 / -4.383	eV

# C37H33BrN15O7RbS2

A structure of composition C37H33BrN15O7RbS2 (ωB97M-V with the def2-TZVPD basis set, the Open Molecules 2025 dataset).

Atoms and positions in Å:
Rb (0.20895, 0.24982, -0.07341)
O (2.44884, -3.23576, 2.82949)
C (1.91892, -2.75170, 1.68001)
O (0.74712, -2.57578, 1.52636)
C (2.97166, -2.48422, 0.63906)
C (4.23562, -3.05672, 0.70702)
C (5.11659, -2.80116, -0.32684)
C (4.72765, -1.95546, -1.35176)
C (3.45136, -1.40785, -1.31182)
N (2.58422, -1.68810, -0.34446)
C (2.94409, -0.38370, -2.30608)
O (3.81596, 0.07554, -3.22535)
O (1.84783, 0.08506, -2.22260)
H (1.69693, -3.36147, 3.42820)
H (4.49905, -3.69875, 1.53402)
H (6.09577, -3.25983, -0.34214)
H (5.40748, -1.76083, -2.16994)
H (4.49531, -0.57854, -3.44962)
N (-2.24255, 0.45025, -1.79139)
N (-3.37915, 1.23736, -1.61333)
C (-3.35645, 2.42026, -0.99217)
N (-4.52420, 3.10322, -0.98157)
N (-2.18347, 2.83402, -0.50157)
N (-2.13213, 4.01406, 0.15043)
O (-3.13984, 4.67003, 0.46820)
O (-1.01219, 4.40900, 0.42630)
H (-1.92106, 0.49960, -2.76785)
H (-2.48245, -0.53808, -1.67097)
H (-4.21859, 0.99701, -2.12174)
H (-5.36570, 2.61198, -1.22362)
H (-4.55145, 3.89105, -0.34977)
Br (-7.90189, -2.35480, 11.19080)
C (-6.56754, -1.74254, 9.97355)
C (-5.45793, -1.07267, 10.45960)
C (-4.49877, -0.62174, 9.56820)
C (-4.62602, -0.83632, 8.19318)
C (-5.76443, -1.51018, 7.73097)
C (-6.72802, -1.96421, 8.61485)
N (-3.61692, -0.31643, 7.37094)
N (-3.63848, -0.79603, 6.18717)
C (-2.74561, -0.32785, 5.28854)
C (-1.81746, 0.70476, 5.55670)
C (-0.93084, 1.15456, 4.62635)
C (-0.85660, 0.59300, 3.30117)
O (-0.00324, 0.94708, 2.47376)
C (-1.86415, -0.44825, 2.98231)
N (-1.85244, -0.92460, 1.72074)
C (-2.69001, -1.88034, 1.39054)
C (-3.61207, -2.41778, 2.30403)
C (-3.65168, -1.92762, 3.58191)
C (-2.76113, -0.90397, 3.96425)
H (-5.34558, -0.90446, 11.52237)
H (-3.62426, -0.09148, 9.92359)
H (-5.87787, -1.66343, 6.66724)
H (-7.60702, -2.47910, 8.25001)
H (-1.83846, 1.14052, 6.54746)
H (-0.23388, 1.95248, 4.85236)
H (-2.62114, -2.25599, 0.37216)
H (-4.27951, -3.20975, 1.98798)
H (-4.34846, -2.31126, 4.31506)
S (-1.90510, -2.70373, -2.36094)
C (-0.32878, -2.48900, -3.03113)
C (0.69671, -3.31854, -2.54134)
C (2.02552, -3.19836, -2.91646)
C (3.01979, -4.02719, -2.31076)
N (3.81439, -4.69003, -1.79990)
C (2.37346, -2.19467, -3.84662)
C (1.37236, -1.38182, -4.36898)
C (0.02158, -1.47034, -3.99253)
S (-1.09698, -0.31952, -4.63659)
C (3.74690, -1.91654, -4.10886)
N (4.86982, -1.65980, -4.21251)
H (0.42565, -4.06188, -1.80287)
H (1.64709, -0.58549, -5.04866)
C (2.05896, 3.27586, 1.38017)
N (2.36730, 2.45256, 0.20465)
C (2.13507, 3.25411, -1.00318)
N (2.97062, 4.46525, -1.01489)
C (2.65244, 5.24051, 0.18869)
N (2.89542, 4.48695, 1.42318)
C (4.29624, 4.07412, 1.43477)
N (4.66239, 3.26118, 0.26888)
C (3.77855, 2.08535, 0.25187)
C (4.36954, 4.04990, -0.93564)
H (2.22535, 2.68332, 2.28100)
H (1.00937, 3.56139, 1.34659)
H (1.08468, 3.54881, -1.03146)
H (2.35907, 2.64898, -1.88366)
H (1.60039, 5.52750, 0.15564)
H (3.27121, 6.14291, 0.19906)
H (4.48569, 3.49230, 2.34035)
H (4.93069, 4.96536, 1.45108)
H (3.96284, 1.49176, 1.15128)
H (4.02467, 1.48366, -0.62644)
H (4.61005, 3.44837, -1.81530)
H (5.00566, 4.93987, -0.93204)

## Properties
ΔE to the lowest compared entry with this formula, charge and spin	58.1	kcal per mole
orbital gap	4.91	eV
net charge	-2
lowest unoccupied orbital energy	3.200	eV
strongest force on any atom	0.094	hartree/bohr
HOMO	-1.715	eV